Entry 1:
{"formula": "C8H19N3", "method": "wB97M-V/def2-TZVPD", "symbols": ["C", "C", "C", "C", "C", "C", "C", "C", "N", "N", "N", "H", "H", "H", "H", "H", "H", "H", "H", "H", "H", "H", "H", "H", "H", "H", "H", "H", "H", "H"], "positions_angstrom": [[0.1481, -0.6909, 0.6723], [0.0328, -1.0338, 1.9731], [1.8100, 0.6604, -0.3148], [3.1338, 0.5670, -0.8144], [1.0585, 1.9264, -0.0323], [2.0001, -1.8311, -0.2716], [-1.0725, -1.2565, -1.5054], [-3.6866, 1.1265, 1.8428], [1.3179, -0.5351, -0.0382], [-1.1661, -0.7174, -0.0494], [-1.8289, 0.5461, -0.0632], [-0.7382, -1.2683, 2.6586], [0.9767, -0.9915, 2.3568], [3.2116, -0.0449, -1.7542], [3.8594, -0.0052, -0.1572], [3.4462, 1.5514, -0.9281], [1.1125, 2.5970, -0.9050], [1.3576, 2.3588, 0.9037], [0.0640, 1.5706, 0.1825], [1.4015, -2.6169, 0.0889], [2.2114, -2.0488, -1.2420], [3.0788, -1.7550, 0.2350], [-1.9828, -1.6617, -1.9656], [-0.8002, -0.2814, -2.1342], [-0.1371, -1.8727, -1.5227], [-2.7720, 1.6641, 2.1923], [-4.3202, 1.5218, 1.0232], [-4.0108, 0.3334, 2.4404], [-1.6165, -1.4103, 0.5602], [-2.5193, 0.6158, -0.7320]], "homo_ev": [-16.031, -17.740], "multiplicity": 1, "charge": 2}

Entry 2:
{"formula": "C8H19NO", "method": "wB97M-V/def2-TZVPD", "symbols": ["C", "C", "C", "C", "C", "O", "H", "H", "H", "H", "H", "H", "H", "H", "H", "H", "C", "C", "C", "N", "H", "H", "H", "H", "H", "H", "H", "H", "H"], "positions_angstrom": [[1.9499, -0.0741, -1.2449], [2.4432, -1.1421, -0.3410], [2.5399, 1.3135, -1.0444], [-0.3533, -0.1003, 0.5011], [-0.2048, -1.5295, 0.7591], [0.4685, 0.6949, 1.3188], [1.1766, 0.1261, 1.6473], [2.0206, -0.3591, -2.3009], [2.9794, -0.7500, 0.5212], [2.3702, 1.6530, -0.0243], [3.0600, -1.8808, -0.8504], [1.3651, -1.6546, 0.1959], [3.6133, 1.2714, -1.2306], [2.1042, 2.0503, -1.7260], [-0.2148, -1.8048, 1.8113], [-0.8279, -2.1731, 0.1399], [-1.7345, 0.5900, 0.4765], [-2.3907, 0.5152, 1.8575], [-2.6708, 0.0134, -0.5875], [0.3289, 0.1011, -1.0731], [-1.5453, 1.6478, 0.2492], [0.0644, 1.0063, -1.4525], [-0.1108, -0.6142, -1.6435], [-3.3285, 1.0731, 1.8605], [-2.8639, -1.0448, -0.3931], [-1.7414, 0.9417, 2.6202], [-2.6057, -0.5212, 2.1222], [-3.6239, 0.5436, -0.5710], [-2.2676, 0.1071, -1.5975]], "homo_ev": -5.879, "multiplicity": 1}

Entry 3:
{"formula": "C8H19NO6SSi2", "method": "wB97M-V/def2-TZVPD", "symbols": ["C", "C", "O", "N", "C", "C", "O", "Si", "C", "C", "C", "C", "S", "O", "O", "O", "O", "Si", "H", "H", "H", "H", "H", "H", "H", "H", "H", "H", "H", "H", "H", "H", "H", "H", "H", "H", "H"], "positions_angstrom": [[-1.4506, -2.8174, 0.1505], [-1.6617, -1.4887, -0.5275], [-1.4004, -1.3378, -1.6515], [-2.2240, -0.4195, 0.3023], [-3.4493, -0.0202, -0.3153], [-3.8971, 1.4159, -0.3582], [-4.1447, -0.8406, -0.7752], [-1.0538, 0.8977, 0.5530], [-0.1739, 1.5009, -0.9877], [1.3460, 1.2300, -0.9912], [1.7210, -0.0937, -1.6729], [2.1156, -1.1693, -0.6675], [3.8114, -0.9319, -0.1491], [4.1017, 0.4470, -0.0584], [4.6493, -1.6386, -1.0326], [3.9291, -1.6102, 1.2850], [0.0796, 0.2817, 1.6276], [0.5327, 1.3419, 2.8430], [-1.7159, -3.5794, -0.5703], [-2.0732, -2.8923, 1.0297], [-0.3932, -2.9252, 0.3711], [-3.4812, 1.9101, -1.2265], [-3.7311, 1.9739, 0.5535], [-4.9625, 1.3843, -0.5191], [-1.6914, 2.0394, 1.2352], [-0.2810, 2.5839, -0.9894], [-0.6099, 1.1593, -1.9193], [1.8022, 2.0211, -1.5728], [1.7771, 1.3143, -0.0063], [2.5663, 0.0481, -2.3334], [0.8995, -0.4293, -2.2937], [1.4929, -1.1611, 0.2248], [1.9991, -2.1461, -1.1138], [3.5673, -0.9886, 1.9392], [1.6049, 0.7559, 3.6714], [1.0089, 2.5885, 2.2067], [-0.6098, 1.5961, 3.7387]], "homo_ev": -10.424, "multiplicity": 1}